C4H6ClF | ωB97M-V with the def2-TZVPD basis set

The geometry in XYZ format:
```
12
Properties=species:S:1:pos:R:3:forces:R:3:lowdin_charge:R:1
Cl -2.662456 -0.139069 -0.233640 1.097 0.228 -0.410 0.51
F 1.978545 -0.309667 -0.694738 0.301 0.589 -1.188 0.00
C -0.842865 -0.074354 -0.561053 -1.797 0.605 2.392 -0.64
C 0.002604 1.085582 -0.013913 -0.893 1.519 0.410 -0.12
C -0.022563 -1.038603 0.272483 -1.093 -0.840 0.507 -0.14
C 1.048413 0.019848 0.253984 1.549 0.127 1.913 -0.37
H -0.447516 -1.093863 1.291263 0.112 -0.248 -0.521 0.12
H 0.242597 1.927467 -0.676691 -0.048 -0.352 0.022 0.12
H -0.670766 -0.186366 -1.575585 -0.045 -0.299 -2.010 0.08
H 0.104730 -2.036523 -0.189419 0.420 0.557 0.561 0.13
H 1.641487 0.281477 1.140665 -0.212 -0.632 0.093 0.15
H -0.372206 1.564074 0.986640 0.609 -1.253 -1.769 0.16
```
Positions in Å, forces in eV/Å.

Summary:
ΔE to the lowest compared entry with this formula, charge and spin: 0.5749 eV
SMILES string: F[C@H]1C[C@H](Cl)C1
Orbital gap: 11.635 eV
Electronic energy: -716.0299 hartree
Lowest unoccupied orbital energy: 1.0 eV

---

CCl2F3N | ωB97M-V with the def2-TZVPD basis set

The geometry in XYZ format:
```
7
Properties=species:S:1:pos:R:3:forces:R:3:lowdin_charge:R:1
Cl -0.793857 1.749472 1.249595 0.347 -1.001 -0.312 0.68
Cl 1.837992 0.564719 0.587789 -0.255 0.416 0.123 0.69
F -0.126894 -0.823445 1.286226 -0.310 1.920 -0.324 -0.07
F 0.653700 -0.721923 -1.633223 2.362 -1.784 -0.847 -0.02
F -1.304792 -1.064328 -0.942825 -0.090 -0.454 -0.042 -0.05
N -0.387135 -0.088612 -1.231215 -1.924 3.190 3.533 -0.04
C 0.120986 0.384117 0.683653 -0.129 -2.286 -2.131 -1.18
```
Positions in Å, forces in eV/Å.

Summary:
ΔE to the lowest compared entry with this formula, charge and spin: 1.3076 eV
Orbital gap (spin up / spin down): 9.921 / 9.922 eV
Electronic energy: -1312.6424 hartree
Lowest unoccupied orbital energy (spin up / spin down): -0.1 / -0.1 eV

---

C6H16O4 | ωB97M-V with the def2-TZVPD basis set

The geometry in XYZ format:
```
26
Properties=species:S:1:pos:R:3:forces:R:3:lowdin_charge:R:1
O 2.550662 0.428384 -0.434900 0.367 0.271 0.311 -0.01
O 0.316143 1.558389 0.624936 -0.785 -0.715 0.707 0.01
O -0.480464 -1.673610 -0.615166 0.501 -0.005 -0.762 -0.06
O 1.321896 0.475014 -1.140381 -0.351 0.001 -0.195 -0.13
C 0.553392 1.627705 -0.752024 -0.123 0.033 -0.573 -0.65
C -0.199809 -3.187565 1.257958 0.016 0.354 -0.286 -0.05
C -0.385721 -1.750387 0.780673 -1.022 0.736 1.112 -0.49
C 1.300045 2.924731 -1.046627 -0.029 -0.400 0.252 0.01
C -1.711477 -1.132364 1.389668 0.776 -1.264 -0.605 -0.04
C -0.729253 1.491310 -1.567335 0.291 -0.105 0.145 0.01
H 0.397723 -1.463255 -0.993129 -0.656 -0.016 0.317 0.10
H -0.524952 1.669770 -2.618307 0.002 0.036 -0.113 0.09
H -0.365552 0.858581 0.826062 1.000 0.972 -0.496 0.09
H -1.990100 -0.134774 1.055557 0.390 0.230 0.038 0.06
H -1.679878 -1.210003 2.472945 -0.035 0.239 0.107 0.08
H -0.142100 -3.218345 2.338336 0.016 -0.075 0.300 0.07
H 0.640488 3.768352 -0.862347 -0.033 0.060 0.012 0.09
H 2.287805 0.633385 0.483107 -0.107 -0.137 -0.158 0.09
H 0.456964 -1.149031 1.147937 0.060 -0.057 -0.118 0.12
H 1.624951 2.928875 -2.084577 -0.023 -0.002 -0.018 0.10
H -2.528273 -1.757033 1.036488 -0.167 -0.184 0.023 0.08
H -1.126489 0.483321 -1.456575 -0.062 -0.001 0.036 0.08
H -1.454171 2.219536 -1.211982 -0.019 0.069 0.007 0.10
H -1.029636 -3.807911 0.924523 -0.059 -0.026 -0.031 0.08
H 2.172712 3.007424 -0.403015 0.023 0.054 -0.001 0.08
H 0.725094 -3.590502 0.848177 0.028 -0.067 -0.012 0.08
```
Positions in Å, forces in eV/Å.

Summary:
ΔE to the lowest compared entry with this formula, charge and spin: 3.0483 eV
SMILES string: CC(C)(O)OO.CC(C)O
Orbital gap: 10.740 eV
Electronic energy: -539.0749 hartree
Lowest unoccupied orbital energy: 0.8 eV